1.
Density functional theory data (ωB97M-V/def2-TZVPD) for C26H32NO5PtS as an isolated structure.

Output
Charge: +1
Relative energy (zero: lowest compared OMol25 entry of this formula, charge and spin), kcal/mol: 0.00
Molar mass, u: 665.69
E_HOMO (spin up / spin down), eV: -10.75 / -11.27
2S+1: 5

Cartesian coordinates (Å):
C 1.324 -1.966 1.512
H 3.460 1.357 -1.377
H 0.536 -3.190 3.195
H -0.268 0.202 -4.657
C -0.276 -0.048 3.380
C -1.557 0.305 -2.884
H -1.649 -3.342 -2.643
C 2.316 3.460 -3.268
H 0.894 -2.820 -2.660
O 2.150 1.005 1.118
H -1.496 -3.138 -4.408
H 2.750 0.353 -2.671
C 0.969 -1.904 0.101
C -3.185 -2.104 0.893
H -2.747 1.243 0.522
H -1.204 -4.171 1.428
H 2.733 3.697 5.759
C 0.591 1.030 5.549
C -0.140 -2.880 -0.085
H -2.641 0.265 -2.752
H -2.710 -2.187 -3.513
C -0.449 -3.412 1.214
H 2.455 3.581 3.251
H 0.051 0.287 6.125
C -1.701 -2.617 -3.459
C 1.357 1.805 -1.764
H -1.149 1.294 -2.686
H 1.622 -1.544 -0.696
H 0.158 3.192 -2.938
H 2.215 -1.510 1.946
C 2.757 1.373 -2.240
H -1.878 -0.548 -4.881
O -0.934 -0.758 -2.016
C 0.748 -1.990 -3.359
O -0.890 -0.995 3.877
C 1.087 3.191 -2.373
H 1.009 3.919 -1.574
C -2.979 -0.969 -0.009
C 1.959 2.884 3.914
N -0.119 0.230 2.017
C -0.677 -1.518 -3.282
H 2.025 3.638 -4.317
C 1.133 1.897 3.367
O 0.150 2.522 0.984
C -1.085 -0.325 -4.173
H -3.713 -2.211 3.037
H -3.347 -0.843 -1.022
H 0.609 1.070 -2.056
H -3.247 0.411 3.088
C -2.762 0.220 0.895
C 2.091 2.939 5.309
C 0.459 -2.875 2.154
H 1.457 -1.192 -3.111
Pt -0.853 -0.753 0.308
C -3.061 -0.238 2.236
H 1.522 2.065 7.197
C -3.333 -1.619 2.197
H 2.871 4.335 -2.885
O 3.194 2.303 -3.236
H -0.406 -3.331 -1.042
C 0.461 0.987 4.158
H -3.279 -3.133 0.572
S 0.901 1.494 1.671
H 1.353 1.929 -0.685
C 1.404 2.016 6.115
H 0.961 -2.363 -4.368

Cartesian forces, eV/Å:
C 0.5644 -0.8618 -0.4466
H -0.2590 0.0997 -0.5430
H -0.1657 0.3020 -0.3794
H 0.0836 -0.0266 0.0624
C -0.0337 -0.1450 -0.3296
C -0.1971 0.0860 0.8254
H -0.1238 -0.0355 -0.1359
C 0.2569 0.0035 -0.0059
H 0.1583 0.0496 -0.1550
O -0.8861 0.2536 0.2394
H -0.1298 0.1331 0.3260
H 0.1134 0.4609 0.0205
C -0.1812 -1.4454 -0.0776
C -0.3867 0.6661 -1.4113
H -0.0216 -0.1802 0.3667
H 0.3613 0.2722 -0.1030
H -0.2125 -0.2301 -0.1021
C 0.0001 0.1933 -0.4675
C 1.0960 1.2228 0.1307
H 0.1169 0.2210 0.0425
H 0.1881 -0.2238 0.0933
C 0.6341 -0.3168 0.6293
H 0.1364 0.0292 0.1518
H 0.1460 0.1554 0.1501
C 0.0552 -0.2365 0.0038
C 0.3669 0.1120 0.1415
H -0.2206 -0.0790 0.3197
H -0.2673 -0.0368 0.3771
H -0.0358 0.1649 -0.1198
H -0.5013 0.0771 -0.1520
C 0.1192 0.1576 0.3392
H 0.1216 -0.0109 -0.0841
O -0.4270 1.1533 -2.0413
C 0.1294 -0.2044 0.1307
O 0.5316 1.0419 -1.0061
C 0.5357 -0.5612 -0.2867
H -0.0807 0.1965 -0.0307
C 0.1168 0.5984 1.6541
C -0.4133 -0.3144 0.0516
N 0.1191 0.0332 0.6439
C 0.0090 -0.3743 -0.5793
H 0.2591 -0.0364 0.3956
C 0.6175 0.4911 0.5890
O 0.4551 -0.5560 0.2312
C 0.2478 -0.2399 0.5551
H 0.4716 0.2854 -0.3247
H 0.3305 -0.3898 0.1141
H 0.1565 0.0434 0.1563
H 0.3837 -0.2246 -0.1594
C -1.3446 -1.3445 -0.4395
C -0.3076 -0.2721 -0.4441
C -0.2783 -0.6126 -0.0913
H -0.2120 -0.1198 -0.1519
Pt -0.5582 -0.4064 0.0225
C -0.4919 0.7004 -0.6911
H -0.0508 -0.0242 -0.2646
C -0.0545 -0.0690 0.7303
H -0.1221 -0.3306 -0.3019
O -0.8593 0.1833 0.2325
H -0.0854 0.3436 0.4722
C 0.3392 0.0547 0.7458
H -0.1754 0.1607 0.0505
S -0.0956 0.2760 0.9373
H -0.0332 -0.3735 -0.6543
C 0.0171 -0.0495 -0.1386
H -0.0262 0.1096 0.1861

2.
Density functional theory data (ωB97M-V/def2-TZVPD) for C4H9NO in the gas phase.

Output
Relative energy (zero: lowest compared OMol25 entry of this formula, charge and spin), kcal/mol: 89.66
Molar mass, u: 87.12
E_HOMO, eV: -8.75
2S+1: 1

Cartesian coordinates (Å):
O 1.742 -0.024 1.958
H -1.390 0.684 -1.805
H -1.473 -1.040 -1.413
C -1.061 0.035 1.066
C -0.798 -0.184 -1.482
N 0.845 1.036 -0.059
C -0.201 0.174 -0.151
H 1.280 1.195 -0.967
H -1.649 0.953 1.174
H 0.872 -1.040 0.317
H -0.039 -0.373 -2.246
H -1.736 -0.821 0.981
H -0.421 -0.052 1.955
C 1.638 -0.122 0.735
H 2.467 -0.317 0.030

Cartesian forces, eV/Å:
O -0.0333 -0.0561 -0.2153
H 0.0830 -0.1178 0.0411
H 0.1308 0.1120 0.0184
C -0.0063 -0.0539 0.0030
C 0.0581 -0.0831 -0.0142
N -0.1306 -0.0061 -0.1384
C -0.1657 0.1618 0.0246
H -0.0265 0.0212 0.1443
H 0.0649 -0.0918 -0.0158
H 0.0328 0.0200 0.0394
H -0.0587 0.0379 0.1499
H 0.0964 0.1355 0.0120
H -0.1109 0.0484 -0.0996
C 0.1983 -0.1173 0.0089
H -0.1322 -0.0106 0.0414

3.
Density functional theory data (ωB97M-V/def2-TZVPD) for a 2-piece molecular cluster, C6H10O overall.

Output
Relative energy (zero: lowest compared OMol25 entry of this formula, charge and spin), kcal/mol: 39.25
SMILES string: C1=CCC1.CC=O
Molar mass, u: 98.14
E_HOMO, eV: -9.44
2S+1: 1

Cartesian coordinates (Å):
H 0.509 2.193 -1.237
O 1.322 -0.817 1.390
C -0.761 -0.116 2.360
H 1.451 -0.080 -2.746
H -1.902 0.740 -0.888
C -0.889 0.457 -1.168
C -0.269 -0.878 -1.523
H 1.853 -0.357 -1.025
C 1.057 -0.078 -1.723
H -1.041 -1.170 2.311
H -1.491 0.499 1.820
C 0.247 1.142 -1.335
H 0.954 1.137 1.720
H -0.762 0.219 3.404
H -0.665 -1.363 -2.422
H -0.221 -1.610 -0.708
C 0.608 0.083 1.771

Cartesian forces, eV/Å:
H -0.0656 -0.1756 -0.0177
O -0.3125 0.4058 0.2114
C -0.0220 -0.0979 -0.0399
H -0.0843 0.0048 0.1531
H 0.1802 -0.0229 -0.0486
C -0.0024 0.1135 0.0146
C -0.0608 -0.1809 -0.0056
H -0.1116 0.0620 -0.1265
C 0.1898 -0.0267 -0.0434
H 0.0124 0.1465 0.0122
H 0.1207 -0.0742 0.0738
C -0.0967 0.0550 0.0227
H 0.0107 -0.1227 -0.0242
H 0.0306 -0.0216 -0.1347
H 0.0759 0.0841 0.1388
H -0.0310 0.1033 -0.1253
C 0.1667 -0.2525 -0.0608

4.
Density functional theory data (ωB97M-V/def2-TZVPD) for C13H19F3N2O9P2 as an isolated structure.

Output
Molar mass, u: 466.24
E_HOMO, eV: -9.06
2S+1: 1

Cartesian coordinates (Å):
H 2.617 1.791 -2.904
C 1.765 1.244 -2.581
C 2.852 -0.552 1.848
C 0.352 -1.316 1.734
H -3.873 -5.441 -0.073
O -4.099 -3.342 -1.654
F -1.991 3.010 -0.662
H 1.294 -1.991 -1.451
H 3.451 0.291 2.105
O -4.023 -4.670 0.532
P -2.798 -1.105 -0.124
H 3.156 -1.348 2.538
O -3.700 -0.040 -0.624
P -3.277 -3.513 -0.285
H 1.304 0.857 -3.493
O 2.333 2.972 -0.420
H 4.136 -1.511 0.362
C 0.212 3.859 -0.283
O -3.446 -2.275 0.620
O 0.788 2.172 -1.982
H 0.606 -2.223 1.220
H 0.045 -0.615 -1.280
C -1.155 4.103 -0.975
N 0.796 4.741 1.995
F -1.231 4.202 -2.385
O -2.699 -1.213 -1.584
C 1.365 -0.278 2.019
C 1.189 2.967 -0.963
H -1.281 -0.601 2.781
C 1.972 0.114 -1.594
O -1.864 -3.951 -0.339
H -3.684 -2.634 -2.137
C 3.152 -1.044 0.420
H 3.566 1.002 -0.443
F -1.863 5.118 -0.432
H 1.443 1.833 2.151
C 1.076 1.019 2.697
H 2.500 -1.813 0.131
O -1.578 -0.598 0.644
H -0.023 1.244 2.851
H 1.486 0.934 3.644
H -1.499 -2.205 2.101
C 0.925 -0.986 -1.794
H 0.659 -1.220 -2.802
H -3.190 -0.303 -1.403
N 0.480 4.378 1.026
C 2.929 0.130 -0.600
C -1.177 -1.197 1.849

Cartesian forces, eV/Å:
H 0.9444 0.4988 0.2684
C -0.5041 -0.1794 1.0909
C -0.8059 -1.7192 -0.7081
C 3.0169 3.7652 0.6909
H -0.3297 0.3981 1.0556
O -0.2043 -1.2569 2.2046
F 1.1149 0.7356 -0.8605
H -0.6629 1.0768 0.3266
H 0.3023 0.8793 0.0492
O -0.7485 0.1606 -1.3861
P 0.6382 3.2455 0.8359
H -0.1461 0.0741 0.0619
O -9.2895 9.7450 10.8150
P 1.3220 -6.2719 -1.6667
H -0.3417 0.2472 0.3231
O -2.5324 -0.3285 -2.0483
H 0.3389 0.5148 -0.1055
C -1.2484 0.7998 -0.6408
O -1.4889 0.5957 2.0785
O -0.2185 1.5125 0.7095
H 0.7123 -0.2529 -0.0566
H -0.2929 -0.5843 0.1296
C -2.0099 -1.4972 0.8176
N 0.8802 1.2435 3.3812
F 0.9937 0.0549 3.1633
O 9.9243 -12.0553 -8.4447
C -3.6838 -3.9830 -0.6327
C 3.2578 -0.0706 2.8394
H -1.0242 0.2929 -1.0165
C 1.5623 -0.5904 0.7000
O -0.4924 1.3380 -0.7287
H 0.5955 1.0046 -0.8587
C 0.1741 2.1443 -0.7539
H -0.2140 -0.1708 -0.3382
F 1.0709 0.2677 -0.5822
H 1.0148 1.1858 -0.7358
C -3.3509 -1.0029 -0.7677
H -1.0350 -1.0820 -0.0160
O -0.8042 -0.2191 0.5406
H 1.0232 -0.4810 -0.2538
H 1.1057 0.3624 1.9726
H -0.7102 0.0819 -0.7612
C 1.3999 -0.7055 1.1714
H -0.0756 0.5170 -0.9542
H -1.0944 3.5848 -5.2584
N -1.4773 -2.7961 -7.6696
C -0.9249 -1.3272 -0.8729
C 4.3184 0.2475 2.8922

5.
Density functional theory data (ωB97M-V/def2-TZVPD) for C21H23N4O3RuS as an isolated structure.

Output
Charge: +2
Relative energy (zero: lowest compared OMol25 entry of this formula, charge and spin), kcal/mol: 57.55
Molar mass, u: 512.58
E_HOMO (spin up / spin down), eV: -13.41 / -13.40
2S+1: 6

Cartesian coordinates (Å):
H -1.458 -3.599 -1.179
H 2.695 -1.678 -3.328
C 2.792 2.784 1.412
H -0.698 -1.654 2.980
C -2.668 1.483 -3.722
H 0.278 -3.338 -2.888
H 2.837 -3.406 -3.113
H 3.680 5.498 3.089
H -1.732 -2.937 3.593
H -2.131 -4.902 0.491
H -0.730 3.992 2.502
C 2.663 3.965 2.182
H 2.939 -1.698 0.047
C 0.263 3.674 2.211
H -3.853 4.232 -2.186
C -3.275 3.336 -2.375
S -0.994 1.594 0.978
O -0.802 0.176 1.335
C -1.239 -0.176 -2.624
C -1.314 -3.124 1.500
C -1.732 1.880 -1.551
N -2.445 2.966 -1.412
H -2.383 -4.842 2.228
C 2.835 -2.458 -2.575
Ru -0.148 -0.601 -0.854
C -1.670 -4.620 1.436
C -0.909 -2.720 2.916
H 1.234 -2.028 1.788
O -2.208 2.223 1.345
N -1.857 1.076 -2.691
N 3.757 4.668 2.531
C 1.376 4.394 2.571
H 4.675 4.361 2.273
C -3.394 2.619 -3.577
C 0.415 2.511 1.464
H 3.806 -2.313 -2.108
H -2.220 -2.561 1.239
N -0.790 1.438 -0.690
H 3.777 2.460 1.103
O -0.840 -0.822 -3.556
C 0.461 -2.984 -1.882
H 1.766 1.152 0.486
H -0.782 -5.235 1.589
H -4.051 2.956 -4.366
H -2.699 0.836 -4.589
C 0.982 -2.244 0.759
H 1.277 5.297 3.158
C 1.950 -2.040 -0.235
C -0.524 -3.124 -0.910
H -0.043 -3.290 3.260
C -0.280 -2.795 0.451
C 1.733 -2.449 -1.567
C 1.676 2.067 1.064

Cartesian forces, eV/Å:
H -0.0777 0.1365 -0.0161
H -0.0006 -0.0013 0.0175
C -0.0556 -0.0087 0.0000
H 0.0413 -0.0119 0.0782
C 0.1618 -0.1229 0.1482
H -0.0729 0.0975 -0.0407
H 0.0089 -0.0226 0.0436
H 0.0276 0.0470 0.0265
H 0.0170 -0.0053 0.0232
H 0.0185 -0.0249 -0.0007
H 0.0417 0.0619 0.0230
C -0.0889 -0.0211 -0.0114
H -0.0615 0.1820 0.0186
C -0.1182 0.0710 0.0258
H -0.0313 0.0035 -0.0448
C 0.3770 -0.3723 0.1900
S 0.9380 1.1913 0.2175
O 0.3137 -0.5269 -0.6250
C 0.6070 -1.6202 -0.4841
C -0.2376 0.0783 0.1389
C 0.3804 -0.7190 -0.6536
N -0.2937 0.6003 0.2414
H 0.0038 -0.0407 -0.0029
C -0.0346 0.2399 -0.1753
Ru 0.6643 0.0848 2.0014
C 0.0807 0.0896 -0.0202
C -0.0192 0.0059 -0.1572
H -0.0988 0.1751 -0.0122
O -0.1525 -0.1129 0.0429
N -0.8225 1.4826 0.0321
N -0.0840 -0.0236 -0.0134
C 0.1106 -0.0707 -0.0324
H 0.0778 0.0111 0.0011
C -0.1505 0.1368 -0.2880
C -0.6065 -0.5363 -0.2780
H 0.0021 0.0057 0.0020
H 0.0293 -0.0010 -0.0164
N -0.6372 0.0899 -0.0879
H -0.0125 -0.0304 -0.0024
O -0.5199 0.7097 -0.3645
C 0.0291 -0.2225 0.0697
H 0.1672 0.0099 -0.0161
H -0.0193 -0.0219 0.0279
H 0.0119 -0.0274 0.0067
H 0.0392 -0.0175 0.0057
C -0.1124 -0.1917 -0.0884
H -0.0441 0.0000 0.0047
C -0.0261 -0.3324 -0.2209
C 0.2447 -0.3414 0.0066
H 0.0073 0.0084 0.0153
C 0.1091 -0.0298 -0.1381
C -0.1281 -0.1589 0.2216
C -0.0039 0.0978 0.1607

Please write out number 3 again, unchanged.
Density functional theory data (ωB97M-V/def2-TZVPD) for a 2-piece molecular cluster, C6H10O overall.

Output
Relative energy (zero: lowest compared OMol25 entry of this formula, charge and spin), kcal/mol: 39.25
SMILES string: C1=CCC1.CC=O
Molar mass, u: 98.14
E_HOMO, eV: -9.44
2S+1: 1

Cartesian coordinates (Å):
H 0.509 2.193 -1.237
O 1.322 -0.817 1.390
C -0.761 -0.116 2.360
H 1.451 -0.080 -2.746
H -1.902 0.740 -0.888
C -0.889 0.457 -1.168
C -0.269 -0.878 -1.523
H 1.853 -0.357 -1.025
C 1.057 -0.078 -1.723
H -1.041 -1.170 2.311
H -1.491 0.499 1.820
C 0.247 1.142 -1.335
H 0.954 1.137 1.720
H -0.762 0.219 3.404
H -0.665 -1.363 -2.422
H -0.221 -1.610 -0.708
C 0.608 0.083 1.771

Cartesian forces, eV/Å:
H -0.0656 -0.1756 -0.0177
O -0.3125 0.4058 0.2114
C -0.0220 -0.0979 -0.0399
H -0.0843 0.0048 0.1531
H 0.1802 -0.0229 -0.0486
C -0.0024 0.1135 0.0146
C -0.0608 -0.1809 -0.0056
H -0.1116 0.0620 -0.1265
C 0.1898 -0.0267 -0.0434
H 0.0124 0.1465 0.0122
H 0.1207 -0.0742 0.0738
C -0.0967 0.0550 0.0227
H 0.0107 -0.1227 -0.0242
H 0.0306 -0.0216 -0.1347
H 0.0759 0.0841 0.1388
H -0.0310 0.1033 -0.1253
C 0.1667 -0.2525 -0.0608

The highest 2S+1 belongs to which entry?
C21H23N4O3RuS

The highest 2S+1 belongs to which entry?
C21H23N4O3RuS

Which value of 2S+1 does entry 5 give?
6